{
  "formula": "C32H42N4O6Sc",
  "method": "ωB97M-V/def2-TZVPD",
  "symbols": ["H", "H", "H", "H", "C", "H", "C", "C", "H", "H", "H", "C", "C", "H", "O", "O", "C", "C", "C", "H", "H", "C", "C", "H", "H", "H", "C", "H", "H", "H", "H", "C", "C", "C", "C", "H", "N", "H", "H", "H", "C", "C", "Sc", "O", "H", "H", "H", "C", "N", "C", "H", "C", "C", "H", "H", "O", "H", "H", "H", "C", "C", "C", "C", "C", "H", "H", "H", "H", "H", "H", "H", "C", "H", "H", "C", "C", "C", "C", "O", "N", "O", "C", "H", "H", "N"],
  "positions_angstrom": [[-1.2969, -4.5821, -0.2653], [4.1636, 0.8119, -3.0379], [-4.0223, -3.7290, -2.3787], [-4.0694, 3.4422, 2.1911], [-4.1863, -0.4999, -3.4091], [-0.5177, -2.3841, 3.0823], [3.1217, 0.5524, -1.1747], [2.9194, -2.9974, -0.7298], [1.5465, 1.2926, 0.9717], [-3.0934, -0.4272, 0.6537], [0.0904, 1.0084, 4.4788], [0.2245, -0.8651, -2.9720], [-3.0907, -0.0424, -2.6835], [-1.4431, -0.9685, 2.5624], [-4.4777, 5.5707, 2.1586], [-1.4451, 1.5384, -2.1328], [0.3871, 0.9329, 3.4347], [3.5570, 0.0470, -2.5548], [-4.5370, -1.8488, -3.2948], [1.4177, 1.7461, -1.8694], [4.9120, -3.8053, -0.9716], [-2.4846, 1.3218, -2.7305], [-3.3822, 2.7734, 1.6958], [2.9265, -4.3557, 0.9852], [2.6886, -0.1391, -3.1889], [-3.8715, 1.9730, -3.8994], [-1.2574, 2.2525, 0.7388], [-1.0522, -1.1987, 4.2737], [2.9745, -5.1492, -0.5786], [3.0052, 2.4777, -2.1420], [4.8386, -2.0716, -1.2372], [0.6262, -0.5379, 3.0837], [2.4640, -3.1577, -2.1863], [4.4497, -2.8814, -0.6320], [4.3715, 0.8242, -0.3136], [1.2908, 1.5206, 3.2975], [-2.3918, -0.8333, -1.8723], [1.3000, -1.0020, 5.0870], [1.4630, -4.4507, -0.0120], [5.0431, 1.5043, -0.8329], [-1.7952, -2.8613, -0.9191], [-2.8276, 0.6108, 0.8255], [-0.1609, -0.3074, -0.9306], [-1.9883, -4.1625, -0.8034], [1.4679, -2.9052, 1.6887], [-1.6903, 6.4218, 2.0939], [2.9387, -4.0363, -2.6188], [-2.7213, -2.1335, -1.7740], [-1.5901, 0.9869, 0.4804], [-3.7470, 1.4665, 1.4077], [2.7132, -2.3047, -2.8024], [1.6012, -1.9747, 1.1743], [-2.0985, 3.1805, 1.3534], [2.3294, 2.5012, -0.5322], [1.3821, -3.3002, -2.2224], [-3.0847, 2.2744, -3.4202], [4.0872, 1.2774, 0.6326], [-3.7206, 5.1894, 0.3531], [-3.5673, 6.8954, 0.8577], [-1.4695, 4.4705, 1.8002], [-3.5045, 5.8523, 1.1957], [2.4157, 1.9005, -1.4332], [2.2565, -1.8135, -0.0362], [1.4862, 0.2416, 0.7283], [4.7394, -2.7105, 0.4029], [-4.3877, 6.1704, 2.9088], [-4.7614, 0.1425, -4.0570], [-0.2574, 2.5671, 0.4664], [1.8657, -2.1432, 3.8693], [-0.4056, 1.3731, 2.8358], [4.9049, -0.0963, -0.0973], [2.5423, -4.3150, -0.0300], [-4.7317, 1.1122, 1.6727], [-5.3676, -2.2355, -3.8606], [-3.7995, -2.6815, -2.4807], [1.1530, -0.7371, 1.6876], [1.6670, -1.0953, 4.0682], [-0.6819, -1.3237, 3.2586], [-0.8589, -2.2722, -0.3547], [0.0479, -1.1982, -4.0633], [-0.3485, 4.4512, 2.2624], [2.2105, -0.3715, -0.3546], [4.1629, -0.8496, -2.5003], [2.6002, -0.5461, 3.9826], [-2.1674, 5.6262, 1.6896]],
  "forces_ev_per_a": [[0.1, 0.2, 0.1], [0.1, 0.1, 0.0], [-0.1, -0.2, 0.0], [0.0, 0.1, 0.0], [0.2, -0.5, 0.3], [0.0, -0.1, 0.0], [0.2, 0.0, -0.1], [0.0, -0.2, -0.2], [-0.1, 0.1, -0.1], [0.0, 0.1, 0.0], [0.0, 0.0, 0.1], [0.0, -0.1, -0.6], [0.2, -0.5, 0.2], [-0.1, 0.0, 0.0], [-0.6, 0.0, 0.3], [-0.5, -0.1, -0.6], [0.0, -0.3, -0.1], [-0.2, 0.0, 0.1], [0.1, 0.7, -0.2], [0.0, 0.1, -0.1], [0.1, -0.1, -0.1], [0.8, 0.3, 0.3], [0.3, -0.1, -0.2], [0.0, 0.0, 0.2], [0.1, -0.1, 0.0], [0.2, 0.0, 0.2], [0.2, 0.2, 0.0], [-0.1, 0.0, 0.1], [0.0, 0.0, -0.1], [-0.1, 0.1, -0.1], [0.1, 0.1, 0.0], [-0.3, -0.1, 0.2], [0.1, 0.0, 0.2], [-0.2, 0.0, 0.0], [-0.2, 0.0, -0.2], [0.1, 0.1, 0.0], [-0.3, -1.0, -0.2], [0.0, 0.0, 0.2], [-0.2, 0.0, 0.1], [0.1, 0.1, -0.1], [1.6, -0.7, 1.2], [-0.3, 0.0, 0.2], [0.3, 0.4, 1.9], [-0.3, 0.7, -0.2], [-0.1, -0.3, 0.0], [0.1, -0.1, -0.1], [0.0, -0.1, -0.1], [-1.1, 1.3, -1.1], [-0.3, 0.2, -0.1], [0.1, -0.2, 0.0], [-0.1, 0.1, -0.1], [-0.5, 0.7, 0.6], [0.0, -0.4, 0.1], [-0.1, 0.1, 0.1], [0.0, 0.0, -0.1], [0.0, 0.1, 0.0], [0.0, 0.1, 0.1], [0.1, 0.1, 0.1], [0.1, -0.3, 0.0], [0.1, -0.1, -0.1], [0.3, 0.0, -0.1], [0.1, -0.3, 0.2], [0.0, 1.1, -0.7], [0.5, -0.1, 0.2], [0.1, 0.0, 0.1], [0.0, 0.0, -0.1], [0.0, 0.1, -0.1], [0.0, 0.0, 0.0], [0.1, -0.2, 0.0], [0.0, 0.0, 0.0], [0.1, -0.1, 0.0], [0.1, 0.2, -0.1], [0.0, -0.1, 0.0], [-0.1, -0.1, -0.1], [0.8, 0.1, 0.6], [0.1, -0.1, -0.5], [-0.2, 0.1, -0.2], [0.2, 0.2, 0.0], [-1.2, -0.9, -0.6], [-0.1, -0.1, -0.4], [0.2, -0.1, 0.0], [-0.2, -0.4, -0.1], [0.0, -0.1, 0.0], [0.2, 0.1, 0.0], [-0.2, 0.6, -0.1]],
  "mulliken_charge": [0.3939, 0.6167, 0.6294, 0.7049, -1.0598, 0.2742, 2.1712, 1.8787, 1.0828, 0.4665, 0.5325, 0.7097, 1.3702, -0.0230, -0.5286, -0.2171, -1.8719, -1.8184, -0.9357, 0.2722, 0.5106, 0.0413, -0.2209, 0.3788, 0.3035, 0.2858, -0.6146, 0.5212, 0.4705, 0.5748, 0.2357, 2.1078, -1.5428, -1.6522, -1.6941, 0.3578, 0.8071, 0.4679, 0.2541, 0.4819, 0.4107, -0.4516, -1.0100, -0.5170, 0.8167, 0.2909, 0.5630, 0.0845, 1.6994, -1.5107, 0.1804, -0.7496, 0.1589, 0.3654, 0.0985, -0.4864, 0.2563, 0.3634, 0.3913, 0.1176, -0.5665, -1.7858, 0.9261, -1.2310, 0.2945, 0.3209, 0.3481, 0.2658, 0.3404, 0.1534, 0.2682, -2.0594, 0.4845, 0.4782, -0.8101, 0.2196, -1.9145, -1.4635, 0.3733, -0.8539, -0.6416, -0.3818, 0.1899, 0.3986, -0.1475],
  "max_force_ev_per_a": 2.14,
  "homo_lumo_gap_ev": 5.30,
  "total_charge": 1
}